(1)
Below is a structure of composition C20H34F6Na4O24S2 at a distorted geometry, with properties calculated with ωB97M-V/def2-TZVPD.

Each line ends with the Löwdin charge.
Geometry (Å):
Na 0.674 -0.764 4.451  0.75
Na -2.634 1.083 3.316  0.57
Na 4.028 -0.590 0.886  0.67
Na -1.764 -3.249 -0.356  0.56
C -3.065 -3.684 4.590  -0.66
F -4.141 -4.170 3.980  0.15
F -3.460 -3.041 5.663  0.17
F -2.216 -4.646 4.872  0.17
S -2.247 -2.473 3.335  0.57
O -2.812 -1.155 3.637  -0.35
O -0.802 -2.516 3.637  -0.37
O -2.543 -2.992 2.036  -0.29
C 0.091 1.246 0.162  -0.66
F -1.155 1.664 0.055  0.16
F 0.641 1.131 -1.035  0.16
F 0.782 2.122 0.884  0.13
S 0.184 -0.411 1.034  0.56
O 1.597 -0.767 0.957  -0.32
O -0.282 -0.157 2.401  -0.35
O -0.704 -1.296 0.321  -0.28
C -2.467 0.332 -4.919  -0.09
C -1.150 0.898 -4.378  -0.10
O -0.712 -0.095 -3.456  0.05
C -1.775 -0.883 -3.125  -0.53
O -1.800 -1.708 -2.267  0.15
O -2.770 -0.694 -3.996  0.09
H -2.337 -0.051 -5.930  0.14
H -3.247 1.091 -4.937  0.13
H -1.161 1.891 -3.924  0.13
H -0.412 1.013 -5.174  0.13
C 2.272 -1.675 -2.343  -0.02
O 3.344 -2.328 -3.026  0.00
C 4.359 -2.824 -2.327  -0.62
O 4.561 -2.605 -1.150  0.10
O 5.102 -3.581 -3.106  0.03
C 6.442 -3.857 -2.720  -0.02
H 1.357 -2.113 -2.741  0.10
H 2.340 -0.613 -2.560  0.09
H 2.214 -1.843 -1.270  0.07
H 7.078 -3.865 -3.603  0.10
H 6.555 -4.859 -2.302  0.10
H 6.854 -3.176 -1.978  0.10
C -3.489 5.272 5.657  -0.01
O -2.929 5.646 4.406  0.04
C -2.398 4.747 3.627  -0.61
O -2.493 3.540 3.736  0.08
O -1.805 5.397 2.628  0.04
C -1.181 4.643 1.619  -0.04
H -4.040 4.332 5.635  0.09
H -4.174 6.034 6.017  0.11
H -2.651 5.170 6.349  0.11
H -0.367 4.028 1.999  0.09
H -0.773 5.281 0.837  0.11
H -1.896 4.001 1.101  0.08
C 5.577 0.586 -3.358  0.03
O 4.930 1.807 -2.916  0.05
C 4.370 1.873 -1.751  -0.59
O 4.041 0.909 -1.073  0.07
O 4.245 3.163 -1.427  0.03
C 3.421 3.475 -0.303  -0.02
H 4.809 -0.178 -3.446  0.08
H 6.313 0.200 -2.652  0.11
H 6.077 0.845 -4.283  0.11
H 2.402 3.403 -0.690  0.09
H 3.592 4.487 0.047  0.11
H 3.552 2.758 0.506  0.08
C -4.379 1.299 -1.135  -0.02
O -5.264 2.099 -0.372  0.03
C -4.879 2.537 0.817  -0.58
O -3.828 2.307 1.374  0.09
O -5.862 3.277 1.294  0.04
C -5.652 4.014 2.488  -0.01
H -4.359 0.284 -0.734  0.11
H -3.361 1.686 -1.041  0.08
H -4.718 1.352 -2.164  0.10
H -5.259 3.358 3.270  0.09
H -6.598 4.374 2.878  0.11
H -4.901 4.779 2.295  0.11
C 1.226 -4.170 1.849  -0.03
O 1.863 -4.917 0.834  0.05
C 1.548 -4.663 -0.423  -0.58
O 0.657 -3.947 -0.844  0.10
O 2.368 -5.338 -1.200  0.04
C 2.094 -5.389 -2.604  0.00
H 1.791 -3.259 2.058  0.08
H 1.264 -4.745 2.774  0.11
H 0.185 -3.917 1.665  0.07
H 1.098 -5.779 -2.802  0.11
H 2.814 -6.048 -3.081  0.11
H 2.199 -4.406 -3.060  0.08

The HOMO energy is -14.74 eV. The total charge is +2. The calculation puts the HOMO-LUMO gap at 9.08 eV.

---

(2)
Below is a structure of composition C41H34N6O6PbS, with properties calculated with ωB97M-V/def2-TZVPD.

Each line ends with the Löwdin charge.
Geometry (Å):
Pb -0.151 0.585 0.731  1.42
C 5.707 0.825 2.543  0.02
O 4.932 -0.362 2.906  0.12
C 3.702 -0.035 3.118  -0.17
N 3.461 1.245 2.928  0.18
C 4.649 1.917 2.321  -0.13
C 4.418 2.264 0.870  -0.19
C 4.669 3.555 0.426  -0.01
C 4.477 3.881 -0.909  -0.05
C 4.030 2.919 -1.803  -0.06
C 3.791 1.622 -1.365  -0.07
C 3.982 1.295 -0.031  -0.04
C 2.780 -1.114 3.503  -0.17
C 3.256 -2.068 4.392  0.05
C 2.405 -3.098 4.752  0.01
C 1.146 -3.133 4.191  0.06
C 0.778 -2.144 3.270  -0.14
N 1.576 -1.142 2.933  0.17
C -0.583 -2.229 2.673  -0.32
N -1.043 -1.643 1.632  0.06
C -2.488 -2.045 1.518  -0.22
C -2.677 -3.012 2.699  -0.03
O -1.384 -3.053 3.337  0.03
C -2.857 -2.610 0.166  -0.20
C -2.508 -3.901 -0.220  -0.04
C -2.897 -4.393 -1.458  -0.06
C -3.643 -3.599 -2.320  -0.07
C -3.998 -2.314 -1.940  -0.07
C -3.602 -1.820 -0.705  -0.04
H 6.270 0.592 1.645  0.15
H 6.392 1.036 3.361  0.15
H 4.864 2.820 2.886  0.16
H 5.019 4.305 1.126  0.13
H 4.680 4.888 -1.250  0.12
H 3.878 3.172 -2.844  0.11
H 3.469 0.863 -2.065  0.11
H 3.823 0.271 0.294  0.12
H 4.254 -1.993 4.802  0.14
H 2.724 -3.858 5.453  0.13
H 0.443 -3.910 4.445  0.14
H -3.072 -1.142 1.676  0.12
H -2.949 -4.018 2.394  0.13
H -3.395 -2.651 3.431  0.14
H -1.931 -4.538 0.441  0.12
H -2.640 -5.406 -1.740  0.11
H -3.961 -3.991 -3.279  0.10
H -4.596 -1.699 -2.602  0.11
H -3.891 -0.821 -0.397  0.12
O -3.703 2.218 2.601  0.11
C -2.686 2.061 1.968  -0.59
O -2.099 0.912 1.767  -0.26
C -1.997 3.272 1.362  -0.20
C -2.577 4.525 1.472  0.03
C -1.924 5.609 0.907  -0.01
C -0.709 5.401 0.266  -0.03
C -0.200 4.118 0.208  -0.13
N -0.833 3.070 0.743  -0.02
H -3.520 4.611 1.992  0.13
H -2.356 6.600 0.958  0.12
H -0.167 6.222 -0.183  0.12
H 0.746 3.916 -0.284  0.11
C 0.295 2.048 4.515  0.05
O 1.467 1.351 4.003  -0.02
C 2.335 2.053 3.317  -0.50
O 2.323 3.207 3.024  0.19
H 0.197 1.763 5.557  0.11
H -0.571 1.708 3.951  0.09
H 0.423 3.120 4.413  0.10
S -1.531 0.036 -6.103  1.06
C -1.232 0.078 -4.383  -0.49
C -1.237 1.321 -3.736  -0.06
C -1.003 1.377 -2.384  -0.13
N -0.760 0.286 -1.638  -0.11
C -0.736 -0.900 -2.258  -0.13
C -0.963 -1.049 -3.608  -0.04
C -2.024 -1.671 -6.303  -0.53
C -1.114 -2.637 -6.699  -0.08
C -1.570 -3.947 -6.810  -0.12
N -2.827 -4.296 -6.559  0.08
C -3.699 -3.354 -6.216  -0.14
C -3.346 -2.017 -6.072  -0.08
H -1.449 2.227 -4.289  0.12
H -1.014 2.328 -1.863  0.10
H -0.514 -1.766 -1.645  0.12
H -0.944 -2.038 -4.041  0.11
H -0.086 -2.382 -6.921  0.11
H -0.901 -4.744 -7.110  0.12
H -4.719 -3.682 -6.052  0.12
H -4.081 -1.270 -5.804  0.11

The HOMO energy is -13.34 eV. The total charge is +2. The calculation puts the HOMO-LUMO gap at 6.91 eV.

---

(3)
Below is the molecule C13H20Si at a distorted geometry, with properties calculated with ωB97M-V/def2-TZVPD.

Each line ends with the Löwdin charge.
Geometry (Å):
C -1.638 0.317 -3.105  -0.15
C -1.711 -0.966 -2.737  -0.10
C -1.230 1.380 -2.351  -0.03
C -1.284 -1.258 -1.415  -0.05
C -0.972 1.062 -0.976  -0.19
C -0.873 -0.279 -0.544  -0.26
C -0.126 1.555 1.369  0.01
C -0.680 2.098 0.044  -0.33
C -0.305 -0.501 0.841  -0.13
C -2.126 2.790 0.236  -0.04
C 2.321 -0.908 -0.583  -0.18
C 1.139 -3.052 1.310  -0.16
C 2.442 -0.497 2.506  -0.15
Si 1.402 -1.182 1.000  0.51
H -1.951 0.645 -4.101  0.11
H -1.951 -1.782 -3.409  0.10
H -1.411 2.384 -2.774  0.13
H -1.371 -2.415 -1.079  0.16
H 0.904 1.777 1.641  0.05
H -0.659 1.708 2.295  0.07
H 0.095 2.837 -0.316  0.15
H -0.982 -0.867 1.654  0.10
H -2.178 3.788 0.600  0.05
H -2.736 2.196 0.985  0.10
H -2.625 2.732 -0.739  0.06
H 2.836 0.143 -0.580  0.08
H 3.030 -1.714 -0.569  0.01
H 1.644 -1.064 -1.458  0.04
H 1.983 -3.621 1.260  -0.01
H 0.606 -3.115 2.236  0.02
H 0.519 -3.423 0.505  0.02
H 3.461 -0.312 2.172  0.03
H 2.183 0.491 2.625  -0.04
H 2.245 -0.945 3.458  0.02

The HOMO energy is -8.72 eV. The total charge is 0. The calculation puts the HOMO-LUMO gap at 9.63 eV.

---

(4)
Below is the molecule C7H15N at a distorted geometry, with properties calculated with ωB97M-V/def2-TZVPD.

Each line ends with the Löwdin charge.
Geometry (Å):
C 0.501 0.965 3.423  0.00
C 0.177 0.097 2.395  -0.22
C 0.345 0.259 0.959  -0.18
C -0.602 -0.507 -0.096  -0.41
C -2.013 -0.623 0.413  -0.10
N -0.602 -0.047 -1.519  -0.07
C 0.503 -0.572 -2.328  -0.29
C 1.630 0.484 -2.645  -0.11
H 0.922 1.985 3.569  0.06
H 0.260 0.593 4.444  0.04
H -0.171 -0.977 2.586  0.13
H 1.347 -0.212 0.778  0.13
H 0.315 1.280 0.692  0.10
H -0.285 -1.551 -0.193  0.12
H -2.588 0.467 0.256  0.13
H -2.628 -1.314 -0.241  0.09
H -1.983 -0.654 1.505  0.05
H -1.380 0.508 -2.041  0.16
H 0.189 -1.079 -3.275  0.11
H 0.975 -1.379 -1.828  0.08
H 2.097 0.056 -3.598  0.07
H 1.435 1.607 -2.815  0.09
H 2.459 0.381 -1.927  0.05

The HOMO energy is -8.22 eV. The total charge is 0. Its SMILES is C=CC[C@@H](C)NCC. The calculation puts the HOMO-LUMO gap at 9.35 eV.

---

(5)
Below is a cluster of 14 separate species, F6H26O13P in total at a distorted geometry, with properties calculated with ωB97M-V/def2-TZVPD.

Each line ends with the Mulliken spin population.
Geometry (Å):
P -0.251 -0.335 -0.205  0.00
F -0.242 -0.198 1.375  0.00
F -1.353 0.887 -0.245  0.00
F 0.952 0.784 -0.277  0.00
F -0.290 -0.358 -1.823  0.00
F 0.908 -1.571 -0.156  0.00
F -1.433 -1.377 -0.181  0.00
O -1.567 1.886 -2.976  0.00
H -1.608 1.300 -3.732  0.00
H -1.161 1.361 -2.287  0.00
O 0.440 -2.168 -4.368  0.00
H 0.307 -2.595 -3.522  0.00
H -0.213 -1.468 -4.389  0.00
O -2.039 3.998 0.805  0.30
H -2.171 3.755 -0.112  -0.01
H -1.341 3.418 1.109  -0.01
O 0.984 -0.555 3.513  0.54
H 1.632 0.148 3.449  -0.01
H 0.728 -0.727 2.607  -0.02
O 2.982 -0.170 -2.953  0.00
H 2.167 -0.189 -2.451  0.00
H 3.374 0.678 -2.744  0.00
O 2.652 1.771 2.779  0.03
H 2.285 2.123 1.968  0.00
H 2.691 2.522 3.371  0.00
O 2.496 3.063 -0.425  0.00
H 1.718 2.515 -0.525  0.00
H 2.797 3.218 -1.320  0.00
O -3.949 -0.188 0.007  0.00
H -4.211 0.691 -0.270  0.00
H -3.045 -0.086 0.304  0.00
O -0.078 2.622 1.945  0.02
H 0.079 1.753 1.577  0.00
H 0.160 2.538 2.869  0.00
O 3.782 -1.406 1.677  0.16
H 3.410 -1.943 0.978  -0.01
H 3.677 -1.935 2.468  -0.01
O -1.690 -3.081 3.228  0.00
H -1.584 -2.437 2.528  0.00
H -1.889 -2.559 4.006  0.00
O -3.546 -1.059 -2.794  0.00
H -3.597 -2.005 -2.663  0.00
H -3.417 -0.701 -1.915  0.00
O 0.393 -4.275 -0.021  0.00
H 0.614 -3.344 -0.054  0.00
H -0.554 -4.301 -0.153  0.00

As for the spin multiplicity: 2. The HOMO energy (spin up / spin down) is -10.92 / -10.92 eV. The total charge is 0. The expectation value of S² is 0.757. The calculation puts the HOMO-LUMO gap (spin up / spin down) at 10.25 / 2.27 eV.

---

(6)
Below is the molecule C5H9N3O4S at a distorted geometry, with properties calculated with ωB97M-V/def2-TZVPD.

Each line ends with the Löwdin charge.
Geometry (Å):
C 1.617 -0.484 -1.989  -0.09
N 0.576 0.341 -1.464  -0.17
C 0.781 1.690 -1.318  -0.06
C -0.221 2.214 -0.589  -0.05
N -0.996 1.227 -0.021  0.02
N -1.921 1.275 0.948  -0.44
O -2.260 2.305 1.425  0.12
O -2.439 0.200 1.230  0.02
C -0.308 -0.212 -0.453  -0.13
S 0.350 -0.789 1.167  0.63
C -0.635 -2.120 1.859  -0.13
O 0.342 0.251 2.136  -0.29
O 1.686 -1.222 0.876  -0.32
H 1.711 -0.224 -3.071  0.10
H 2.678 -0.387 -1.633  0.11
H 1.332 -1.528 -2.029  0.09
H 1.612 2.042 -1.916  0.13
H -0.339 3.224 -0.296  0.11
H -1.085 -0.848 -0.761  0.12
H -0.480 -2.135 2.930  0.07
H -1.682 -1.783 1.690  0.05
H -0.316 -3.039 1.277  0.09

The HOMO energy (spin up / spin down) is -8.15 / -8.15 eV. The total charge is 0. Its SMILES is CN1C=CN([N+](=O)[O-])[C@@H]1S(C)(=O)=O. The calculation puts the HOMO-LUMO gap (spin up / spin down) at 8.49 / 8.49 eV.

---

Going through the records in order, we get relative energy (zero: lowest compared OMol25 entry of this formula, charge and spin) values of 0.0 0.0 67.9 307.4 35.3 471.5 kJ/mol.